{
  "formula": "C7H18S",
  "method": "ωB97M-V/def2-TZVPD",
  "species": ["C", "C", "C", "C", "H", "H", "H", "H", "H", "H", "H", "H", "H", "H", "C", "C", "S", "C", "H", "H", "H", "H", "H", "H", "H", "H"],
  "positions_angstrom": [[-2.22467, 2.22751, 0.76218], [-2.20817, 1.39479, -0.51927], [-1.24121, 1.94751, -1.56390], [-1.22472, 1.11480, -2.84534], [-2.93073, 1.80518, 1.49683], [-2.52972, 3.26310, 0.53613], [-1.21816, 2.24765, 1.21288], [-1.91687, 0.35418, -0.27901], [-3.22571, 1.36753, -0.95437], [-1.53251, 2.98812, -1.80415], [-0.22367, 1.97477, -1.12879], [-2.23123, 1.09465, -3.29605], [-0.91968, 0.07920, -2.61929], [-0.51866, 1.53712, -3.58000], [0.94260, -2.08936, 2.88339], [1.90315, -1.67393, 1.77580], [1.79113, -2.84189, 0.39694], [3.00716, -2.08665, -0.69636], [1.00809, -1.37989, 3.72540], [-0.09556, -2.09839, 2.51090], [1.19253, -3.09808, 3.25302], [2.94638, -1.65696, 2.14572], [1.66095, -0.65934, 1.40512], [2.71841, -1.05857, -0.97252], [3.06440, -2.69474, -1.61481], [4.00650, -2.05825, -0.23039]],
  "lowdin_charge": [-0.13, -0.30, -0.30, -0.13, 0.07, 0.07, 0.07, 0.11, 0.11, 0.11, 0.11, 0.07, 0.07, 0.07, -0.19, -0.59, 0.76, -0.45, 0.07, 0.07, 0.07, 0.08, 0.07, 0.03, 0.03, 0.04],
  "e_lumo_ev": 0.885,
  "energy_ev": -18386.2131,
  "orbital_gap_ev": 9.39,
  "smiles": "CCCC.CCSC"
}

---

{
  "formula": "C28H31N5OSW",
  "method": "ωB97M-V/def2-TZVPD",
  "species": ["W", "N", "C", "S", "N", "N", "C", "C", "C", "C", "C", "C", "C", "O", "H", "H", "H", "H", "H", "H", "H", "C", "C", "C", "C", "C", "C", "C", "C", "N", "C", "C", "C", "C", "N", "C", "C", "C", "C", "C", "C", "C", "C", "H", "H", "H", "H", "H", "H", "H", "H", "H", "H", "H", "H", "H", "H", "H", "H", "H", "H", "H", "H", "H", "H", "H", "H"],
  "positions_angstrom": [[-0.53866, -0.41061, -0.70128], [-4.13964, -0.25062, -2.56517], [-3.19649, -0.48496, -1.71662], [-0.21432, -0.49475, -2.80044], [-2.58706, -1.01429, -0.80542], [-1.24305, 1.03507, 0.17201], [-2.06705, 2.02208, 0.17362], [-1.65314, 3.40067, 0.07292], [-2.27475, 4.18688, 1.07750], [-1.92451, 5.51459, 1.23735], [-1.00769, 6.11342, 0.36650], [-0.36502, 5.32083, -0.59593], [-0.66521, 3.93417, -0.90543], [0.00137, 3.41136, -1.80328], [-3.94897, -0.09824, -3.55040], [-5.07003, 0.03341, -2.20477], [-3.07387, 1.78962, 0.59967], [-3.18600, 3.71162, 1.48775], [-2.44391, 6.11581, 1.99655], [-0.82453, 7.23709, 0.37309], [0.45586, 5.71702, -1.22988], [1.21525, 2.31510, 2.05709], [2.08892, 2.21145, 0.88773], [3.14659, 3.18214, 0.87151], [3.93083, 3.37197, -0.24964], [3.75967, 2.55768, -1.37098], [2.86250, 1.44764, -1.31110], [2.80085, 0.56949, -2.59004], [2.04659, 1.21938, -0.14368], [1.39694, -0.13420, -0.08749], [1.93779, -1.10006, 0.73165], [3.33364, -1.05660, 1.18879], [1.06631, -2.22559, 1.01625], [1.52242, -3.55614, 1.61238], [-0.13472, -2.17857, 0.36258], [-1.08212, -3.27866, 0.26902], [-2.24132, -3.45066, 1.11893], [-2.82865, -2.36688, 2.05372], [-3.07806, -4.53108, 0.91722], [-2.75943, -5.43770, -0.09051], [-1.74531, -5.21540, -1.02127], [-0.82894, -4.18824, -0.76499], [0.39717, -4.00148, -1.61390], [0.43618, 1.54852, 2.04748], [0.79688, 3.30485, 2.15211], [1.86545, 2.18980, 2.94163], [3.27877, 3.74467, 1.79226], [4.45730, 4.37329, -0.30989], [4.21422, 2.76756, -2.30465], [2.20056, 0.95834, -3.40033], [2.50243, -0.43786, -2.30111], [3.79717, 0.44104, -3.00113], [3.71756, -0.10616, 0.84346], [3.79760, -1.92586, 0.76337], [3.38196, -1.13579, 2.28814], [1.69171, -4.31914, 0.84948], [0.59075, -3.86129, 2.08355], [2.38577, -3.45297, 2.21648], [-2.29190, -1.44830, 2.29686], [-3.06990, -2.86462, 3.03078], [-3.85380, -2.01117, 1.71447], [-4.01567, -4.60695, 1.44525], [-3.34343, -6.35215, -0.08648], [-1.62561, -5.78715, -1.95126], [0.20831, -3.44233, -2.57527], [0.78401, -5.00502, -1.84317], [1.25344, -3.51511, -1.21364]],
  "lowdin_charge": [1.29, 0.21, -0.28, 0.33, 0.04, -0.12, -0.13, -0.11, 0.00, -0.03, -0.02, 0.06, -0.35, 0.10, 0.15, 0.17, 0.15, 0.14, 0.13, 0.15, 0.15, -0.05, -0.23, -0.04, -0.06, -0.02, -0.17, -0.08, -0.18, -0.11, -0.23, 0.03, -0.21, 0.04, -0.09, -0.23, -0.20, -0.07, -0.04, -0.04, -0.01, -0.22, -0.05, 0.06, 0.08, 0.11, 0.12, 0.14, 0.11, 0.06, 0.03, 0.09, 0.09, 0.11, 0.12, 0.10, 0.10, 0.08, 0.05, 0.10, 0.09, 0.13, 0.12, 0.13, 0.08, 0.10, 0.05],
  "e_lumo_ev": [-7.611, -8.319],
  "energy_ev": -51679.8557,
  "orbital_gap_ev": [5.64, 5.31],
  "total_charge": 2,
  "s2": 2.050,
  "spin_multiplicity": 3
}

---

{
  "formula": "C6H16N3O",
  "method": "ωB97M-V/def2-TZVPD",
  "species": ["C", "N", "C", "C", "C", "N", "C", "N", "O", "C", "H", "H", "H", "H", "H", "H", "H", "H", "H", "H", "H", "H", "H", "H", "H", "H"],
  "positions_angstrom": [[0.61318, -2.03333, -0.95731], [1.25504, -1.14343, 0.00471], [0.17723, -0.27529, 0.68950], [-0.77937, -0.94609, 1.63977], [1.06381, 0.81955, 1.42157], [1.91919, 1.61598, 0.47027], [-0.63534, 0.44641, -0.43761], [-0.19162, 1.56160, -0.89255], [-1.87911, 0.16896, -0.70320], [-2.71007, 0.93015, -1.51701], [-0.28260, -2.42313, -0.53650], [0.50846, -1.50883, -2.01893], [1.39581, -2.76193, -1.14218], [1.46910, -1.71562, 0.75186], [-0.36709, -1.56948, 2.37444], [-1.34568, -0.17277, 2.24656], [-1.44764, -1.59395, 1.08712], [1.47591, 0.26551, 2.21091], [0.40142, 1.53219, 1.92391], [2.42903, 2.38011, 0.97542], [2.71441, 1.03370, 0.00919], [-0.79277, 2.11737, -1.52940], [0.75387, 1.79178, -0.70994], [-2.10417, 1.11652, -2.44529], [-3.13383, 1.87602, -1.02945], [-3.51142, 0.24330, -1.83699]],
  "lowdin_charge": [-0.10, -0.03, -0.39, -0.01, -0.16, -0.02, -0.26, 0.28, -0.01, -0.03, 0.07, 0.13, 0.09, 0.08, 0.08, 0.13, 0.09, 0.10, 0.13, 0.12, 0.14, 0.15, 0.05, 0.12, 0.15, 0.12],
  "e_lumo_ev": -3.128,
  "energy_ev": -12991.5420,
  "orbital_gap_ev": 10.36,
  "total_charge": 1,
  "smiles": "CN[C@@](C)(CN)C(=[NH2+])OC"
}

---

{
  "formula": "C39H33BBaF4N2O4P2",
  "method": "ωB97M-V/def2-TZVPD",
  "species": ["Ba", "C", "N", "C", "P", "C", "C", "C", "C", "C", "C", "C", "C", "C", "C", "C", "C", "C", "C", "C", "C", "C", "C", "P", "C", "C", "C", "C", "C", "C", "C", "C", "C", "C", "C", "C", "H", "H", "H", "H", "H", "H", "H", "H", "H", "H", "H", "H", "H", "H", "H", "H", "H", "H", "H", "H", "H", "H", "H", "H", "H", "H", "H", "H", "H", "O", "C", "C", "C", "C", "C", "C", "C", "O", "N", "O", "O", "H", "H", "H", "H", "F", "B", "F", "F", "F"],
  "positions_angstrom": [[1.91778, -1.23107, 0.11302], [-2.82563, -0.93595, 0.10385], [-2.68915, 0.49908, -0.14679], [-1.74758, 1.27457, 0.64993], [-0.00967, 1.23804, -0.06991], [0.59901, 2.91734, 0.33482], [0.30009, 3.49012, 1.57193], [0.82755, 4.72742, 1.93105], [1.66760, 5.40584, 1.05962], [1.98643, 4.83800, -0.16908], [1.46275, 3.60194, -0.52451], [-0.38043, 1.32619, -1.86363], [-0.18764, 0.18517, -2.64820], [-0.48997, 0.18340, -4.00547], [-0.98708, 1.33217, -4.60103], [-1.17378, 2.48031, -3.83954], [-0.86925, 2.47482, -2.48576], [-3.76507, 1.14259, -0.77189], [-4.88225, 0.41012, -1.20640], [-5.93563, 1.03839, -1.86168], [-5.92301, 2.40397, -2.10315], [-4.82284, 3.13677, -1.67403], [-3.76137, 2.52677, -1.02403], [-1.29970, -1.82394, 0.69315], [-1.34995, -1.56380, 2.51458], [-2.52937, -1.64123, 3.25734], [-2.52700, -1.42791, 4.62860], [-1.33758, -1.13554, 5.28814], [-0.15448, -1.06324, 4.57261], [-0.16640, -1.27790, 3.19911], [-1.95089, -3.52479, 0.48500], [-2.05221, -4.44414, 1.52346], [-2.47397, -5.74698, 1.27325], [-2.79439, -6.14416, -0.01469], [-2.67694, -5.23975, -1.06454], [-2.24786, -3.94556, -0.81485], [-3.05050, -1.43773, -0.83377], [-3.66218, -1.15735, 0.77488], [-1.69788, 0.88484, 1.66711], [-2.06226, 2.30525, 0.73785], [-0.34242, 2.97205, 2.27554], [0.58009, 5.15867, 2.89490], [2.07460, 6.37140, 1.33599], [2.64672, 5.36071, -0.85395], [1.72435, 3.16623, -1.48325], [0.19925, -0.73587, -2.22725], [-0.33292, -0.71323, -4.59338], [-1.22428, 1.33578, -5.65846], [-1.56237, 3.38162, -4.30019], [-1.00922, 3.38054, -1.90667], [-4.94690, -0.65462, -1.03444], [-6.78200, 0.43872, -2.17952], [-6.74772, 2.88667, -2.61181], [-4.77992, 4.20653, -1.85008], [-2.92161, 3.14244, -0.73499], [-3.46205, -1.88915, 2.76570], [-3.45434, -1.49655, 5.18589], [-1.33488, -0.97212, 6.35956], [0.77835, -0.84792, 5.07938], [0.77985, -1.21631, 2.68224], [-1.76870, -4.16679, 2.53016], [-2.53155, -6.45605, 2.09204], [-3.11389, -7.16195, -0.20722], [-2.90208, -5.54878, -2.07955], [-2.12374, -3.26380, -1.65098], [4.08584, -2.12042, 0.10721], [5.23388, -1.67693, -0.05066], [5.57613, -0.30592, -0.35391], [6.93739, -0.01551, -0.52307], [7.32823, 1.25355, -0.80691], [6.39216, 2.28794, -0.92713], [5.05904, 2.03076, -0.76363], [4.59017, 0.72263, -0.47664], [3.32693, 0.47297, -0.32861], [8.76562, 1.54752, -0.98759], [9.55086, 0.62603, -0.89420], [9.07279, 2.68916, -1.26638], [6.08218, -2.36590, 0.05049], [7.68335, -0.79529, -0.42928], [6.74793, 3.28518, -1.14562], [4.32114, 2.81966, -0.83917], [2.84730, -5.07850, 0.96725], [1.50773, -4.74367, 1.04721], [0.73373, -5.32594, 0.06278], [0.98187, -4.85742, 2.32789], [1.45583, -3.21022, 0.74399]],
  "lowdin_charge": [2.04, -0.31, -0.16, -0.31, 0.97, -0.38, -0.10, -0.08, -0.09, -0.08, -0.11, -0.37, -0.11, -0.07, -0.07, -0.06, -0.10, -0.21, -0.03, -0.09, -0.11, -0.09, -0.04, 1.01, -0.38, -0.09, -0.07, -0.08, -0.07, -0.11, -0.37, -0.08, -0.06, -0.08, -0.08, -0.11, 0.07, 0.09, 0.07, 0.07, 0.10, 0.11, 0.10, 0.11, 0.11, 0.05, 0.11, 0.11, 0.11, 0.10, 0.09, 0.10, 0.10, 0.10, 0.08, 0.11, 0.11, 0.11, 0.11, 0.04, 0.11, 0.11, 0.10, 0.10, 0.10, -0.26, -0.16, -0.12, 0.04, -0.15, 0.02, 0.02, -0.35, -0.44, -0.36, 0.07, 0.07, 0.14, 0.13, 0.12, 0.10, 0.14, -1.15, 0.15, 0.14, -0.44],
  "e_lumo_ev": -0.490,
  "energy_ev": -82971.7163,
  "orbital_gap_ev": 7.55
}

---

{
  "formula": "C4H10NOP",
  "method": "ωB97M-V/def2-TZVPD",
  "species": ["C", "C", "C", "C", "N", "O", "P", "H", "H", "H", "H", "H", "H", "H", "H", "H", "H"],
  "positions_angstrom": [[-1.15106, 0.47195, -2.18575], [-0.60737, -0.83497, -1.72741], [-0.60316, -0.26259, 2.03207], [0.20176, -1.06535, 1.09225], [1.18503, -0.39416, 0.55162], [0.20263, 0.39710, -1.71313], [1.10522, 1.34640, 0.28053], [-1.28839, 0.56916, -3.24990], [-1.83535, 0.97126, -1.49682], [-0.32807, -1.45698, -2.53643], [-0.25261, -0.09859, 3.12120], [-1.49146, -0.70340, 2.18943], [-0.71012, 0.80010, 1.61342], [-0.25083, -2.06169, 0.93349], [1.73281, -0.88945, -0.24931], [1.76139, 1.54995, 1.59220], [2.32956, 1.66125, -0.24745]],
  "lowdin_charge": [-0.23, -0.17, -0.12, -0.20, -0.25, -0.37, 0.86, 0.09, 0.09, 0.01, 0.13, 0.02, 0.05, 0.12, 0.16, -0.07, -0.11],
  "e_lumo_ev": [-0.180, 0.023],
  "energy_ev": -17129.6036,
  "orbital_gap_ev": [5.98, 6.58]
}